1.
Formula: C8H15IOS
Source: OMol25
Level of theory: wB97M-V/def2-TZVPD

The LUMO energy is -0.0300 Eh. The value obtained for the strongest force on any atom is 3.98 eV/A. The value obtained for the gap between HOMO and LUMO is 8.07 eV. The SMILES is C=CCCC(=C)CC.OSI.

Each line ends with the natural charge from an NBO analysis.
Geometry (Å):
1 C -1.3849 -3.6802 0.1767  -0.4159
2 C -1.1253 -2.5684 0.7807  -0.1452
3 C 0.0461 -1.7139 0.5162  -0.4492
4 C -0.4296 -0.2712 0.3425  -0.4398
5 C 0.6850 0.6422 -0.1512  0.0362
6 C 1.9056 0.5656 0.3158  -0.4166
7 C 0.2029 1.7882 -0.9946  -0.4306
8 C -0.0091 3.0147 -0.1619  -0.6129
9 H -1.0354 -4.0616 -0.7769  0.1972
10 H -2.2768 -4.2565 0.3930  0.1925
11 H -1.7675 -2.2394 1.6806  0.1796
12 H 0.4074 -2.0603 -0.4527  0.2067
13 H 0.7873 -1.9248 1.2268  0.2188
14 H -0.9337 0.1500 1.2622  0.2146
15 H -1.1986 -0.2455 -0.4073  0.2134
16 H 2.2692 -0.2154 1.0445  0.1936
17 H 2.6891 1.1611 0.0082  0.1892
18 H 0.8165 1.8425 -1.8438  0.2171
19 H -0.8300 1.6229 -1.5513  0.1829
20 H 1.0399 3.2569 0.0142  0.2211
21 H -0.8180 2.9080 0.6014  0.2231
22 H -0.4931 3.7778 -0.8719  0.2030
23 O -4.4678 -2.0110 -0.1891  -0.8152
24 S -3.5029 -0.9005 -1.0479  0.3421
25 I -3.9984 1.1113 0.1709  0.0152
26 H -4.1358 -1.9523 0.7056  0.4792

2.
Formula: C4H10N2OS
Source: OMol25
Level of theory: wB97M-V/def2-TZVPD

The LUMO energy (alpha / beta) is 0.0239 / 0.0316 Eh. The value obtained for the energy above the lowest of the compared OMol25 structures with the same formula, charge and spin is 530.6 kJ/mol. The value obtained for the strongest force on any atom is 3.98 eV/A. The value obtained for the gap between HOMO and LUMO (alpha / beta) is 8.28 / 7.64 eV.

Each line ends with the natural charge from an NBO analysis.
Geometry (Å):
1 C 0.0272 1.1641 -0.8114  0.4406
2 C 0.6430 2.2827 0.1019  -0.7325
3 C -3.6546 -0.6832 -0.9274  -0.6655
4 C -2.2206 -0.3704 -1.0930  -0.3699
5 N 0.3385 -1.4369 0.0287  -0.4387
6 N 1.3436 -1.7070 0.8512  -0.5735
7 O 0.6121 0.4986 -1.6335  -0.5379
8 S -1.6676 0.9967 -0.2438  0.2694
9 H 0.6667 2.0807 1.1820  0.2403
10 H 0.0034 3.2537 0.0627  0.2337
11 H 1.6084 2.5027 -0.2710  0.2268
12 H -4.0231 -0.4838 -1.8819  0.2266
13 H -3.7696 -1.7562 -0.6889  0.2171
14 H -4.1138 -0.0555 -0.1943  0.2162
15 H -1.3741 -1.0328 -1.4108  0.2303
16 H 1.5961 -2.7263 1.1513  0.3469
17 H 2.1755 -1.0906 0.7479  0.3714
18 H -0.1402 -2.2181 -0.2042  0.2987

3.
Formula: CH7N2S
Source: OMol25
Level of theory: wB97M-V/def2-TZVPD

The LUMO energy is 0.1628 Eh. As for the net charge: -1. The value obtained for the energy above the lowest of the compared OMol25 structures with the same formula, charge and spin is 35.3 kJ/mol. The value obtained for the strongest force on any atom is 0.59 eV/A. The value obtained for the gap between HOMO and LUMO is 7.22 eV.

Each line ends with the natural charge from an NBO analysis.
Geometry (Å):
1 S -2.4032 1.7418 -0.9184  -1.0730
2 H -2.8139 0.7169 -1.6834  0.0841
3 N 1.3574 -0.6219 -0.6617  -0.8513
4 C 0.3950 -0.8351 0.4276  -0.0508
5 N 0.3510 0.2649 1.4086  -0.8673
6 H 2.0062 0.1158 -0.4108  0.3361
7 H 0.8460 -0.2285 -1.4438  0.3671
8 H 0.6645 -1.7423 0.9670  0.1368
9 H -0.5586 -1.0206 -0.0666  0.1854
10 H -0.6246 0.5552 1.4448  0.3876
11 H 0.7804 1.0539 0.9367  0.3454

Which of these has the lowest strongest force on any atom? CH7N2S

Among the records above, which one has the lowest strongest force on any atom? CH7N2S

What is the formula in the first record? C8H15IOS